w) # C6H13N

An isolated molecule of C6H13N (ωB97M-V with the def2-TZVPD basis set, the OMol25 dataset).

- Total charge: 0

Last column: Mulliken charge in e.
CARTESIAN COORDINATES (ANGSTROEM)
C1 1.23019 -0.49648 -0.70582  -0.657
C2 1.69590 0.28070 0.50855  -0.664
C3 -1.41905 -0.21669 1.54526  -1.581
N1 -0.20752 -0.75884 -0.51128  -0.220
H1 -2.28050 -0.82548 1.25793  0.353
C4 -0.68694 0.38103 0.33470  0.372
C5 -0.81704 -0.81482 -1.86237  -1.095
H2 -0.39119 -1.72010 -2.28849  0.328
H3 1.85715 -1.35902 -0.93055  0.379
H4 -1.90636 -0.80586 -1.85927  0.350
H5 -0.55601 0.09069 -2.42627  0.416
H6 -0.73639 -0.90467 2.04599  0.324
H7 -1.82357 0.55360 2.19283  0.409
H8 0.52935 2.13992 0.14514  0.305
H9 2.63492 0.82390 0.38805  0.362
H10 0.49251 1.56494 1.79381  0.332
H11 -1.41673 0.93303 -0.26425  0.381
H12 1.85265 -0.28306 1.43368  0.296
C6 0.50838 1.23398 0.75658  -0.691
H13 1.44025 0.18322 -1.55424  0.304

x) # C6H13N

A cluster of 3 separate species, C6H13N in total (ωB97M-V with the def2-TZVPD basis set, the OMol25 dataset).

- Total charge: 0

Last column: Mulliken charge in e.
CARTESIAN COORDINATES (ANGSTROEM)
H1 -2.12066 -0.33959 -0.25129  0.219
H2 -3.46266 -0.39923 1.89096  0.347
C1 0.52298 -0.61943 -1.51057  -0.550
H3 0.16044 -0.53246 -2.52885  0.252
C2 2.57358 1.09732 -1.43604  -1.313
H4 2.24282 -0.67938 -0.15869  0.397
H5 -2.18305 1.23652 0.53619  0.292
H6 -2.04902 -1.47041 1.98458  0.333
H7 0.22015 0.65982 1.51065  0.298
H8 1.96485 1.76105 -2.05820  0.334
C3 1.72819 -0.02035 -0.87064  0.126
C4 -1.79488 0.21174 0.64020  -0.132
H9 0.13883 -1.80076 -0.36643  0.033
H10 -0.02197 -1.68651 0.47770  0.028
H11 -2.03149 0.09993 2.80443  0.301
C5 -2.36840 -0.42660 1.90369  -1.153
N1 0.36047 0.29184 -0.50662  0.087
H12 3.04407 1.69256 -0.64434  0.294
C6 -0.29477 0.24445 0.64418  -0.541
H13 3.37050 0.67950 -2.06092  0.349

y) # C6H13N

An isolated molecule of C6H13N (ωB97M-V with the def2-TZVPD basis set, the OMol25 dataset).

- Total charge: 0

Last column: Mulliken charge in e.
CARTESIAN COORDINATES (ANGSTROEM)
H1 -2.29981 1.65935 0.63523  0.334
H2 1.22743 0.22036 -2.04704  0.294
C1 0.18145 0.43018 -1.80414  -0.966
H3 -0.87362 2.47717 -0.06667  0.309
H4 -1.69706 -1.56394 -0.43750  0.288
C2 0.97481 0.35733 0.51182  -0.424
C3 -0.45979 0.50887 0.76593  0.133
H5 -0.15624 -2.21098 0.16897  0.317
N1 -0.07664 -0.19896 -0.50235  0.462
H6 -0.40293 -1.98948 -1.57525  0.453
H7 0.06872 1.51017 -1.73938  0.251
H8 -0.97941 -0.22692 1.40837  0.350
C4 -1.21823 1.81637 0.73258  -1.441
C5 -0.61256 -1.57220 -0.58894  -1.011
C6 1.74578 -0.72138 1.21351  -1.119
H9 2.27540 -0.26120 2.05516  0.361
H10 1.17796 -1.58281 1.62307  0.315
H11 -0.47194 0.02130 -2.58174  0.473
H12 -1.04114 2.33842 1.67968  0.356
H13 2.52104 -1.11574 0.54195  0.264

z) # C6H13N

A cluster of 2 separate species, C6H13N in total (ωB97M-V with the def2-TZVPD basis set, the OMol25 dataset).

- Total charge: 0

Last column: Mulliken charge in e.
CARTESIAN COORDINATES (ANGSTROEM)
H1 4.24512 0.64188 -0.68312  0.338
H2 -3.43042 -0.44297 -1.18889  0.160
H3 4.09595 -0.77759 0.13509  0.303
H4 -0.17084 -2.02763 1.62914  0.399
C1 -0.16062 -0.20946 0.37186  0.330
C2 3.69863 0.24037 0.17682  -1.165
H5 -0.71939 -2.26176 -0.12076  0.275
C3 -2.74749 1.35606 -0.52384  -0.716
H6 1.96735 -0.04476 -1.29526  0.362
H7 -1.94262 1.85410 -1.09726  0.233
H8 -0.23555 0.02080 -0.70673  0.302
C4 1.31212 0.00477 0.67892  -0.343
C5 -0.65979 -1.60665 0.74618  -1.146
H9 -1.67983 -1.58213 1.13146  0.340
H10 -0.77988 0.51220 0.89161  -0.033
H11 3.80860 0.90263 1.02109  0.346
C6 2.23474 0.09283 -0.24776  -0.176
H12 -2.45200 1.59934 0.50278  0.252
N1 -2.68392 -0.07665 -0.59586  -0.399
H13 -3.70015 1.80461 -0.82546  0.338

Least stable = z)

w) # C3H10N3

A cluster of 2 separate species, C3H10N3 in total (ωB97M-V with the def2-TZVPD basis set, the OMol25 dataset).

- Total charge: +1

Last column: Mulliken charge in e.
CARTESIAN COORDINATES (ANGSTROEM)
H1 -1.87034 0.21751 -0.75259  0.234
N1 -1.62689 0.49816 -1.69158  -0.283
H2 1.47619 0.60129 1.96513  0.343
N2 0.57630 0.52612 -1.11900  -0.330
H3 0.34023 -2.09703 -0.04387  0.301
C1 0.41025 0.67495 1.72229  -0.749
H4 1.55815 0.59774 -1.32562  0.186
H5 1.57986 -1.57978 1.17380  0.336
H6 -2.35277 0.65322 -2.37067  0.227
C2 -0.35341 0.68053 -1.97669  0.078
H7 0.14701 1.66817 1.35627  0.296
H8 -0.12293 0.99360 -3.00001  0.346
C3 0.52147 -1.56037 0.88825  -0.737
N3 -0.08375 -0.30820 0.86528  -0.018
H9 -0.15720 0.56040 2.65973  0.387
H10 -0.04218 -2.12631 1.64929  0.382

x) # C3H10N3

A cluster of 2 separate species, C3H10N3 in total (ωB97M-V with the def2-TZVPD basis set, the OMol25 dataset).

- Total charge: +1

Last column: Mulliken charge in e.
CARTESIAN COORDINATES (ANGSTROEM)
N1 -2.45074 -0.43342 0.19688  -0.170
H1 0.59758 1.43498 -1.32592  0.355
C1 -1.83117 0.70524 0.37251  -0.286
H2 0.82830 -2.08748 -0.37983  0.263
H3 2.08263 -1.71272 0.93233  0.191
H4 -2.01421 1.52868 -0.29454  0.346
H5 0.04378 -0.28140 -1.75878  0.351
N2 1.31936 -0.10516 -0.13019  0.485
H6 -3.04420 -0.59505 -0.60560  0.277
H7 -2.33486 -1.19486 0.85110  0.275
C2 0.50393 0.39818 -1.06787  -0.893
C3 1.41347 -1.37694 0.16621  -0.373
H8 2.75031 0.41331 1.18162  0.262
H9 -1.25783 0.86242 1.26919  0.287
H10 2.27905 1.63544 0.12414  0.258
N3 1.99597 0.81143 0.63777  -0.627

y) # C3H10N3

A cluster of 3 separate species, C3H10N3 in total (ωB97M-V with the def2-TZVPD basis set, the OMol25 dataset).

- Total charge: +1

Last column: Mulliken charge in e.
CARTESIAN COORDINATES (ANGSTROEM)
C1 0.39990 -0.96444 0.70413  0.265
H1 1.13456 -1.71761 0.38462  0.359
H2 -0.32038 -0.40133 -1.09196  0.349
H3 -0.89697 0.51471 0.27436  0.261
C2 -1.37683 -0.92776 -2.63882  0.056
N1 1.54586 1.94356 2.17530  -0.636
H4 1.76545 2.64219 2.81788  0.231
N2 -0.16614 -0.10583 -0.09748  -0.265
H5 -2.20085 -0.29204 -4.55990  0.260
C3 -1.72533 -1.10037 -3.84725  -0.755
H6 0.53975 1.97158 2.17187  0.210
H7 0.90585 -1.25072 2.58601  0.247
H8 -1.75736 -2.00840 -4.38020  0.299
N3 0.35560 -0.70086 1.95991  -0.269
H9 1.85685 2.17357 1.23063  0.227
H10 -0.05997 0.22376 2.31090  0.161

z) # C3H10N3

A cluster of 2 separate species, C3H10N3 in total (ωB97M-V with the def2-TZVPD basis set, the OMol25 dataset).

- Total charge: +1

Last column: Mulliken charge in e.
CARTESIAN COORDINATES (ANGSTROEM)
H1 -0.74922 -0.15871 2.82780  0.293
H2 0.88065 -2.01505 0.71629  0.383
H3 2.17019 0.07576 1.92135  0.263
H4 -0.10595 2.35865 -0.82214  0.283
C1 0.62299 -1.15392 1.42372  -0.251
H5 1.15965 0.95359 1.26573  0.199
N1 1.43367 0.01860 1.17940  -0.578
C2 -0.43223 -0.97573 2.19823  -0.560
H6 -1.09455 -0.72355 -2.99296  0.276
H7 -1.24984 -1.73003 2.14529  0.220
C3 -0.20199 0.61090 -1.61782  0.544
N2 -0.59966 1.86396 -1.62796  -0.322
N3 -0.54693 -0.52720 -2.09721  -0.272
H8 -1.31714 2.37954 -2.05833  0.233
H9 -0.33103 -1.42320 -1.69300  0.255
H10 0.36139 0.44641 -0.76839  0.034

Least stable = y)

w) # C3H10N3

A cluster of 2 separate species, C3H10N3 in total (ωB97M-V with the def2-TZVPD basis set, the OMol25 dataset).

- Total charge: +1

Last column: Mulliken charge in e.
CARTESIAN COORDINATES (ANGSTROEM)
C1 0.88391 0.90159 0.14804  0.625
N1 -3.04364 -0.03695 -0.17871  -0.825
H1 -0.05102 -2.02750 -0.04190  0.302
H2 -1.05740 -0.74299 -0.51883  0.349
H3 1.90146 -2.00848 0.08974  0.302
N2 0.84991 -0.31552 -0.12392  0.496
N3 -0.16501 -1.11732 -0.54340  -0.628
H4 -3.77390 -0.56813 -0.70173  0.249
H5 -2.86248 0.94727 -0.45676  0.251
H6 2.77767 -0.92384 -0.81008  0.343
H7 -3.36390 -0.14922 0.82936  0.262
H8 1.07769 2.83040 -0.41066  0.244
H9 2.76864 -0.66520 0.89675  0.331
H10 0.92802 2.70556 1.33988  0.341
C2 1.03021 2.13352 0.47249  -0.815
C3 2.09984 -0.96320 0.00972  -0.825

x) # C3H10N3

The ion C3H10N3 with charge +1 (ωB97M-V with the def2-TZVPD basis set, the OMol25 dataset).

- Total charge: +1

Last column: Mulliken charge in e.
CARTESIAN COORDINATES (ANGSTROEM)
N1 -1.60683 0.38147 -1.14146  -0.407
H1 1.01144 -0.83959 -2.45822  0.205
H2 -0.55266 -0.68966 -3.15771  0.201
H3 -2.26190 0.14660 -0.51721  0.212
N2 0.27438 -0.36728 -0.11743  -0.209
C1 -0.39438 -0.24571 -1.23340  0.755
H4 -1.95006 0.46003 -2.11494  0.217
H5 1.24128 -0.62410 -0.11280  0.181
H6 1.97130 0.00231 1.81502  0.320
H7 -0.46159 -0.98446 1.72718  0.354
C2 1.18406 0.65743 2.13730  -1.088
H8 1.03865 0.55674 3.17793  0.368
C3 0.01033 -0.00616 1.33800  -0.432
N3 0.05748 -0.64536 -2.38145  -0.323
H9 -0.92307 0.58842 1.41447  0.331
H10 1.36155 1.60932 1.62472  0.317

Least stable = w)

w) # C2H4ClNO2

A structure of composition C2H4ClNO2 (ωB97M-V with the def2-TZVPD basis set, the OMol25 dataset).

- Total charge: 0

Last column: Mulliken charge in e.
CARTESIAN COORDINATES (ANGSTROEM)
H1 -1.26544 0.72414 -0.77988  0.325
H2 -1.25840 -1.06131 -1.10795  0.357
C1 -1.26607 -0.29380 -0.41174  -0.972
H3 -1.94796 -0.34480 0.42690  0.328
O1 1.90222 0.63655 -0.87980  -0.512
H4 -0.07520 -0.16911 1.40941  0.433
C2 0.40694 -0.39437 0.53106  -0.098
O2 1.02274 1.83903 0.69966  -0.545
N1 1.21027 0.79110 0.07586  0.829
Cl1 1.27089 -1.72743 0.03648  -0.147

x) # C2H4ClNO2

A cluster of 2 separate species, C2H4ClNO2 in total (ωB97M-V with the def2-TZVPD basis set, the OMol25 dataset).

- Total charge: 0

Last column: Mulliken charge in e.
CARTESIAN COORDINATES (ANGSTROEM)
H1 1.34979 0.64933 1.56441  0.405
C1 -1.10291 -0.19762 -0.97087  -0.623
C2 -0.82876 0.96428 -0.44471  -0.006
Cl1 -0.54044 1.49159 1.15993  -0.206
O1 1.95355 -0.28089 1.20360  -0.383
H2 -1.40266 -0.33877 -1.96532  0.331
N1 1.05351 -1.04902 0.57362  0.304
O2 1.47338 -2.08710 0.17061  -0.426
H3 -1.06594 -0.96506 -0.17573  0.264
H4 -0.88953 1.81325 -1.11552  0.340

y) # C2H4ClNO2

A structure of composition C2H4ClNO2 (ωB97M-V with the def2-TZVPD basis set, the OMol25 dataset).

- Total charge: 0

Last column: Mulliken charge in e.
CARTESIAN COORDINATES (ANGSTROEM)
C1 0.02043 0.68727 -0.14420  0.094
O1 -1.73217 -1.32345 -0.30438  -0.533
H1 0.81776 0.73282 1.73720  0.295
N1 -0.93265 -0.71486 -0.94699  0.753
O2 -0.54602 -0.91461 -2.05250  -0.512
C2 0.69197 -0.07085 1.03731  -1.065
Cl1 0.97036 1.32110 -1.48129  -0.099
H2 -0.88441 1.38040 0.11770  0.314
H3 0.02126 -0.75499 1.44385  0.389
H4 1.57347 -0.34282 0.59331  0.364

Least stable = w)

w) # C2HClNO3

The ion C2HClNO3 with charge -1 (ωB97M-V with the def2-TZVPD basis set, the OMol25 dataset).

- Total charge: -1

Last column: Mulliken charge in e.
CARTESIAN COORDINATES (ANGSTROEM)
O1 -2.37718 0.45191 0.70984  -0.471
Cl1 -1.34708 -1.85993 1.24513  -0.187
O2 1.27172 -1.36878 -0.09079  -0.530
O3 -0.28161 0.29872 0.04618  -0.237
N1 1.90660 0.99490 -1.10206  -0.607
H1 1.26471 1.87825 -1.11573  0.075
C1 0.93228 -0.23817 -0.28208  0.345
C2 -1.36944 -0.15690 0.58950  0.613

x) # C2HClNO3

A structure of composition C2HClNO3 (ωB97M-V with the def2-TZVPD basis set, the OMol25 dataset).

- Total charge: -1

Last column: Mulliken charge in e.
CARTESIAN COORDINATES (ANGSTROEM)
O1 -2.61976 -1.00531 -0.75519  -0.320
Cl1 1.22462 1.03128 0.84819  -0.741
H1 -1.25901 1.38847 0.48816  0.218
C1 2.34548 -0.70555 -0.27750  0.698
N1 -2.22089 1.12155 0.62786  -0.524
O2 3.46102 -0.36916 -0.13555  -0.442
O3 1.43397 -1.36771 -0.64985  -0.467
C2 -2.36543 -0.09357 -0.14613  0.578

Least stable = w)

w) # C6H13NOSi

An isolated molecule of C6H13NOSi (ωB97M-V with the def2-TZVPD basis set, the OMol25 dataset).

- Total charge: 0

Last column: Mulliken charge in e.
CARTESIAN COORDINATES (ANGSTROEM)
C1 -1.68634 -0.25098 2.37924  -0.547
H1 -0.67980 1.27134 0.99574  0.339
C2 1.42431 -0.14079 -1.91245  -0.089
H2 -1.26416 -1.07484 2.91478  0.279
H3 1.10870 0.99471 -3.63029  0.291
C3 -0.47966 0.50227 1.74832  -0.890
H4 -0.83334 -2.43618 -0.59552  0.201
H5 0.24496 1.03573 2.41459  0.398
H6 2.51137 -0.03273 -3.73061  0.359
H7 -2.48335 0.19765 0.56363  0.360
O1 -2.10634 -1.80768 0.64040  -0.349
H8 1.30261 -1.48573 1.39754  -0.175
H9 -3.57551 -0.71681 1.62243  0.295
C4 1.98744 0.62906 -3.11864  -1.234
H10 1.02114 -1.17115 -2.18888  0.195
Si1 0.43209 -0.68513 0.61779  0.224
H11 2.58337 1.48934 -2.81995  0.350
H12 1.30458 1.46379 -0.69905  0.407
N1 -0.90920 -1.57445 -0.07795  -0.187
H13 -2.27564 0.34464 3.11521  0.350
C5 -2.54178 -0.67326 1.18692  -0.352
C6 1.05171 0.44052 -0.75775  -0.226

x) # C6H13NOSi

An isolated molecule of C6H13NOSi (ωB97M-V with the def2-TZVPD basis set, the OMol25 dataset).

- Total charge: 0

Last column: Mulliken charge in e.
CARTESIAN COORDINATES (ANGSTROEM)
N1 -0.79625 -2.32432 -2.56839  -0.531
Si1 0.44660 0.57304 -0.09544  0.412
H1 0.13469 -2.79866 0.94405  0.310
H2 0.57927 0.42101 -2.49771  0.335
H3 0.87763 1.55872 2.15882  0.265
H4 1.86912 1.46634 -1.81674  0.383
C1 -0.93955 1.98422 -0.05194  -1.119
C2 1.57506 0.92649 1.51825  -1.104
H5 -1.92928 1.80892 0.36128  0.380
C3 -0.42748 -1.14918 0.05677  1.154
O1 0.51612 -1.96440 0.58174  -0.468
H6 -2.47317 -0.95619 0.40903  0.367
H7 2.15374 -0.12329 -2.04762  0.424
C4 -1.67022 -1.39948 0.93221  -1.681
C5 -0.90523 -1.68601 -1.60904  -0.118
H8 -1.43989 -0.88267 1.81435  0.505
H9 -1.75026 -2.42954 1.26392  0.437
H10 -0.56092 2.92474 0.45625  0.306
H11 1.86846 -0.03664 1.89055  0.341
C6 1.40715 0.53233 -1.77709  -1.228
H12 2.43337 1.50245 1.18956  0.336
H13 -0.96896 2.05212 -1.11280  0.295

Least stable = w)